C18H30F3IN3O3 | ωB97M-V/def2-TZVPD

Computed properties:
HOMO level = -12.46 eV
Kohn-Sham gap = 9.7741 eV
F_max = 0.02801 hartree/bohr

ORCA input file:
```
! wB97M-V def2-TZVPD RIJCOSX def2/J DEFGRID3
* xyz 1 1
C 2.512 1.708 -0.061
O 3.369 0.658 0.324
C 2.998 -0.558 -0.268
C 3.569 -0.777 -1.679
C 2.552 -1.169 -2.761
C 1.770 -2.430 -2.349
C 0.275 -2.345 -2.364
N -0.445 -3.477 -2.675
C -1.742 -3.234 -2.600
N -1.881 -1.971 -2.247
C -3.199 -1.390 -2.004
C -3.480 -1.204 -0.525
C -2.563 -1.834 0.498
N -4.509 -0.543 -0.206
C -0.639 -1.374 -2.109
C -0.391 0.039 -1.726
C -1.032 1.159 -2.609
C -2.296 1.800 -2.010
I -1.270 0.583 -4.662
H 1.499 1.455 0.261
H 2.804 2.642 0.394
H 2.479 1.827 -1.149
H 3.371 -1.333 0.390
H 1.915 -0.684 -0.266
H 4.252 -1.617 -1.605
H 4.185 0.054 -1.993
H 3.140 -1.424 -3.632
H 1.909 -0.356 -3.066
H 2.076 -2.808 -1.378
H 2.019 -3.213 -3.059
H 0.040 -4.333 -2.893
H -2.529 -3.938 -2.764
H -3.334 -0.472 -2.551
H -3.953 -2.080 -2.358
H -1.729 -1.186 0.750
H -3.111 -2.067 1.399
H -2.136 -2.769 0.142
H -4.607 -0.504 0.804
H -0.788 0.182 -0.723
H 0.659 0.238 -1.683
H -0.289 1.939 -2.629
H -2.622 1.261 -1.130
H -3.128 1.828 -2.700
H -2.069 2.807 -1.688
C 2.484 1.852 4.866
C 1.481 2.839 5.421
O 0.327 2.913 4.556
C -0.584 1.970 4.719
O -0.560 1.075 5.508
C -1.748 2.203 3.742
F -1.305 2.495 2.508
F -2.511 3.215 4.151
F -2.513 1.117 3.650
H 2.738 2.119 3.840
H 3.394 1.842 5.464
H 2.070 0.844 4.853
H 1.898 3.843 5.445
H 1.178 2.584 6.435
*
```


C38H37FN2O2SiTeY | ωB97M-V/def2-TZVPD

Computed properties:
ΔE to the lowest compared entry with this formula, charge and spin = 0.0 kJ/mol
HOMO level = -10.39 eV
Kohn-Sham gap = 6.8910 eV
F_max = 0.00333 hartree/bohr

ORCA input file:
```
! wB97M-V def2-TZVPD RIJCOSX def2/J DEFGRID3
* xyz 1 1
Y 0.397 -0.894 -1.715
C -0.309 -5.395 -1.640
Si -0.760 -3.850 -2.575
C -1.885 -2.765 -1.499
C -1.697 -4.245 -4.139
N 0.590 -2.784 -2.811
C 1.762 -3.052 -3.504
C 2.029 -4.161 -4.315
C 3.251 -4.305 -4.957
C 4.256 -3.357 -4.824
C 4.036 -2.237 -4.030
C 2.816 -2.148 -3.425
F 2.554 -1.012 -2.595
H -1.188 -6.022 -1.472
H 0.127 -5.156 -0.668
H 0.421 -5.997 -2.186
H -2.681 -3.408 -1.114
H -2.407 -1.977 -2.056
H -1.449 -2.335 -0.584
H -2.625 -4.772 -3.903
H -1.125 -4.886 -4.812
H -1.954 -3.336 -4.687
H 1.264 -4.918 -4.437
H 3.421 -5.178 -5.573
H 5.203 -3.482 -5.328
H 4.785 -1.470 -3.889
C -1.912 4.292 2.845
C -1.396 3.056 2.161
C -0.606 2.133 2.836
C -0.101 0.986 2.231
C 0.894 0.110 2.935
O 1.891 -0.251 2.343
C 0.669 -0.237 4.365
C -0.601 -0.234 4.935
C -0.769 -0.597 6.263
C 0.333 -0.950 7.029
C 1.604 -0.954 6.465
C 1.771 -0.607 5.136
C -0.419 0.729 0.896
O -0.025 -0.381 0.253
C -1.185 1.677 0.196
C -1.680 2.810 0.823
C -1.363 1.343 -1.238
N -0.362 1.347 -2.063
C 0.910 1.984 -1.644
C 0.870 3.491 -1.844
Te 2.715 4.409 -1.261
C 2.499 3.996 0.799
C 2.986 2.807 1.335
C 2.939 2.590 2.707
C 2.406 3.557 3.545
C 1.906 4.739 3.013
C 1.954 4.961 1.645
C -2.638 0.772 -1.703
C -2.880 0.608 -3.074
C -4.043 -0.005 -3.502
C -4.975 -0.453 -2.571
C -4.750 -0.278 -1.212
C -3.588 0.337 -0.776
H -1.591 4.326 3.885
H -3.002 4.328 2.829
H -1.545 5.194 2.352
H -0.351 2.325 3.871
H -1.463 0.036 4.339
H -1.759 -0.604 6.700
H 0.202 -1.225 8.067
H 2.461 -1.232 7.063
H 2.749 -0.619 4.675
H -2.280 3.516 0.258
H 1.707 1.582 -2.285
H 1.160 1.772 -0.599
H 0.073 3.928 -1.244
H 0.696 3.740 -2.891
H 3.421 2.055 0.689
H 3.325 1.665 3.115
H 2.386 3.393 4.615
H 1.497 5.499 3.667
H 1.590 5.895 1.235
H -2.161 0.986 -3.789
H -4.234 -0.122 -4.560
H -5.886 -0.930 -2.909
H -5.480 -0.620 -0.492
H -3.403 0.467 0.282
*
```


C32H41Cl2F5N4O8 | ωB97M-V/def2-TZVPD

Computed properties:
HOMO level = -9.06 eV
Kohn-Sham gap = 7.6291 eV
F_max = 0.02721 hartree/bohr

ORCA input file:
```
! wB97M-V def2-TZVPD RIJCOSX def2/J DEFGRID3
* xyz 0 1
C 3.691 0.498 -0.603
C 3.783 0.468 -2.122
O 2.609 1.017 -2.691
C 2.199 0.368 -3.888
C 1.207 1.233 -4.642
O -0.122 0.762 -4.580
C -0.996 1.326 -3.627
C -0.370 1.727 -2.304
C -0.056 0.730 -1.380
C 0.502 1.066 -0.159
C 0.747 2.385 0.167
C 0.425 3.413 -0.701
C 0.676 4.852 -0.214
N 1.193 4.996 1.121
C 0.204 4.850 2.185
C -0.140 3.073 -1.951
C -0.577 4.173 -2.911
F -0.239 3.892 -4.192
F 0.014 5.355 -2.646
C -2.144 4.433 -2.873
F -2.671 4.382 -4.092
F -2.389 5.641 -2.366
F -2.772 3.540 -2.107
C 0.836 0.023 0.845
O 1.779 0.152 1.586
C -0.060 -1.172 0.849
N -0.353 -1.909 2.023
C 0.271 -3.233 2.139
C 1.482 -3.515 1.309
O -0.213 -4.008 2.909
C -0.093 -1.197 3.288
C -1.199 -0.314 3.751
O 0.921 -1.378 3.891
C -0.612 -1.512 -0.330
C -1.555 -2.637 -0.490
Cl -0.936 -4.021 -1.326
C -2.816 -2.586 -0.059
C -3.372 -1.400 0.675
Cl -3.882 -3.901 -0.314
C -0.320 -0.722 -1.586
O -0.346 -1.270 -2.658
H 4.680 0.634 -0.168
H 3.280 -0.431 -0.213
H 3.068 1.333 -0.288
H 4.658 1.032 -2.459
H 3.918 -0.564 -2.454
H 3.080 0.224 -4.523
H 1.782 -0.621 -3.682
H 1.329 2.262 -4.310
H 1.483 1.215 -5.697
H -1.536 2.153 -4.078
H -1.745 0.563 -3.418
H 1.167 2.591 1.140
H 1.328 5.360 -0.916
H -0.278 5.380 -0.246
H 2.021 4.447 1.288
H -0.619 4.186 1.901
H 0.669 4.488 3.097
H -0.248 5.820 2.398
H 1.211 -3.648 0.263
H 2.179 -2.681 1.378
H 1.924 -4.435 1.673
H -0.844 0.233 4.623
H -1.487 0.414 2.991
H -2.065 -0.910 4.035
H -2.850 -1.290 1.624
H -4.434 -1.540 0.838
H -3.232 -0.492 0.089
C 2.548 1.980 8.558
N 1.288 1.666 7.916
C 0.139 1.312 8.735
C 1.140 1.685 6.582
O 0.101 1.423 6.003
H 2.902 1.129 9.143
H 2.436 2.839 9.223
H 3.293 2.217 7.803
H -0.213 0.312 8.482
H -0.680 2.011 8.561
H 0.425 1.343 9.783
H 2.062 1.957 6.043
C -2.000 -6.045 -6.378
N -2.396 -6.420 -5.038
C -2.406 -5.410 -3.988
C -2.758 -7.678 -4.722
O -3.098 -8.040 -3.613
H -0.978 -5.660 -6.384
H -2.663 -5.273 -6.774
H -2.049 -6.915 -7.031
H -1.740 -5.709 -3.186
H -3.410 -5.315 -3.575
H -2.087 -4.456 -4.398
H -2.717 -8.369 -5.583
*
```


C3H8N2O | ωB97M-V/def2-TZVPD

Computed properties:
ΔE to the lowest compared entry with this formula, charge and spin = 34.1 kJ/mol
HOMO level = -9.12 eV
Kohn-Sham gap = 9.9389 eV
F_max = 0.00618 hartree/bohr

ORCA input file:
```
! wB97M-V def2-TZVPD RIJCOSX def2/J DEFGRID3
* xyz 0 1
C -0.006 0.063 1.417
N 0.029 0.279 -0.011
C 0.636 1.515 -0.458
C -0.482 -0.577 -0.955
N -0.767 -1.863 -0.498
O -0.685 -0.246 -2.113
H -0.491 -0.881 1.667
H 1.004 0.072 1.846
H -0.590 0.864 1.889
H 0.143 1.866 -1.364
H 0.539 2.266 0.332
H 1.706 1.373 -0.665
H -0.909 -2.493 -1.275
H -0.128 -2.236 0.189
*
```


| no. | energy (Eh) | LUMO energy (eV) |
| --- | --- | --- |
| 1 | -1690.9202 | -2.69 |
| 2 | -2425.8821 | -3.50 |
| 3 | -3484.5714 | -1.43 |
| 4 | -303.8791 | 0.82 |